Entry from the Open Molecules 2025 dataset: a cluster of 2 separate species, C6H9NO in total in a non-equilibrium geometry (ωB97M-V/def2-TZVPD).

```
17
Properties=species:S:1:pos:R:3:forces:R:3
C -1.2220 -1.2622 0.2576 -0.484 -0.545 -0.832
C 1.8981 0.1465 -0.9624 -1.581 -0.247 -0.160
H -1.7028 -0.7208 2.2631 -0.028 0.370 -0.017
H -1.8866 1.0948 -0.7128 -0.304 -0.260 -0.078
H -0.5926 1.8276 -0.9964 0.500 0.044 -0.308
N 1.8854 0.5800 0.3672 -0.149 -0.761 0.842
C 0.7809 0.1390 0.9855 0.712 0.515 -0.215
H 2.5766 0.5038 -1.7085 0.566 0.034 0.117
H -2.9653 -1.7515 1.4419 0.503 0.205 -0.350
C 0.7446 -0.5610 -1.1732 -0.148 0.876 -0.514
C -2.0148 -1.2103 1.3515 -0.075 -0.312 0.839
H -1.5620 -1.9183 -0.5563 0.182 0.491 0.146
H 2.7084 0.8821 0.8713 -0.084 0.377 -0.057
C -0.0043 -0.5714 0.0367 0.076 -0.726 -0.092
H 0.5654 0.3111 2.0199 0.202 0.086 0.331
O -1.5087 1.9681 -0.7826 -0.289 0.402 0.294
H 0.2960 -0.7493 -2.1401 0.401 -0.550 0.053
```
Positions in Å, forces in eV/Å.

⟨S²⟩: 0.79
Calculated total energy (hartree): -363.6952
Multiplicity: 2
Highest occupied orbital energy (spin up / spin down) (eV): -14.2 / -14.5
LUMO (spin up / spin down) (eV): -4.5 / -7.6
Net charge: +1

---

Entry from the Open Molecules 2025 dataset: the molecule C10H11NO2 in a non-equilibrium geometry (ωB97M-V/def2-TZVPD).

```
24
Properties=species:S:1:pos:R:3:forces:R:3
H 3.0782 0.1895 -2.1420 1.162 0.402 -1.844
C 0.5415 0.0346 0.1139 -0.519 0.921 -0.102
H 0.4684 0.6216 -1.8384 2.064 -0.466 0.342
C 3.2667 -0.4441 -0.0889 -0.196 0.506 -1.422
C -1.1683 0.3231 0.1327 4.935 1.875 2.370
C 1.2493 0.2750 -1.0680 -2.478 0.429 -1.464
C -2.3354 -1.4230 0.6070 0.106 0.192 -2.988
C 2.6214 0.0505 -1.2336 -2.386 -0.424 3.126
H 0.7432 -0.4868 2.1505 0.550 -0.077 -0.294
H -3.0784 -1.5185 -1.4868 -0.907 0.067 -0.772
H -1.3573 -2.1176 -1.0969 -1.937 1.495 -0.121
H 4.2857 -0.6259 -0.0899 1.986 -0.459 -0.499
C 2.6569 -0.6843 1.0985 -1.593 0.351 0.288
C -1.4594 1.8291 0.6375 -0.793 -1.065 -5.331
O -1.7001 -0.0384 -1.0740 -0.612 1.611 -1.101
C -2.2340 -1.2829 -0.8997 2.678 -3.331 0.844
H -2.5567 1.8931 0.6204 -0.007 0.349 -0.521
H -1.1205 2.9036 -1.0150 0.433 -0.053 1.149
H -1.2341 2.0089 1.5873 1.535 -0.023 4.042
N -1.6274 -0.5542 1.1431 -0.451 0.370 2.107
C 1.3047 -0.3487 1.2125 -1.599 -0.778 1.084
O -0.7685 2.8833 -0.0909 -1.334 -1.130 -0.758
H 3.2037 -1.1808 1.8835 -0.015 0.285 0.332
H -2.7796 -2.3070 0.9372 -0.623 -1.044 1.532
```
Positions in Å, forces in eV/Å.

SMILES: OC[C@@]1(c2ccccc2)N=CCO1
Calculated total energy (hartree): -592.7897
Multiplicity: 1
Highest occupied orbital energy (eV): -9.1
LUMO (eV): 0.8

---

Entry from the Open Molecules 2025 dataset: a structure of composition C25H50BClFN4O5P2S in a non-equilibrium geometry (ωB97M-V/def2-TZVPD).

```
90
Properties=species:S:1:pos:R:3:forces:R:3
H 3.0334 1.8938 -4.6432 0.199 -0.051 -0.072
H 1.3011 0.2442 -3.0450 0.195 -0.118 -0.245
O 4.6216 -0.8008 -0.1212 -0.252 0.291 0.261
O -1.4842 1.6459 -4.0596 -1.419 -0.394 -2.224
H 1.3408 -2.8911 -0.9421 0.094 0.145 -0.074
H -1.4013 -0.6998 0.7623 0.003 -0.097 -0.074
H 4.4974 1.4070 -1.1208 0.318 0.147 0.201
H -2.5777 -2.4190 1.5429 0.004 -0.271 -0.156
H 0.5944 0.0373 4.3540 0.027 -0.005 -0.160
H 5.1112 1.4536 -2.7519 0.217 0.022 0.013
C -0.7646 1.1725 1.5328 0.706 -0.469 0.040
H -2.2574 -4.8314 0.2830 -0.088 -0.057 0.052
P -2.7944 1.7423 -0.6551 -0.074 -0.013 -1.262
C -1.7145 -4.4007 -0.5577 -0.112 0.176 0.733
C -0.1251 -0.2227 -1.5066 0.564 -1.260 -0.622
C -0.4312 0.2928 4.6154 0.127 -0.101 0.411
C 0.7425 0.8576 1.7382 0.578 -0.858 -0.487
H 1.3352 4.2946 1.1047 -0.086 -0.289 -0.344
H -0.1740 2.3833 4.5775 0.205 0.146 -0.347
H 1.4923 -4.6213 -0.8986 0.172 0.002 -0.058
C -3.2103 -1.8573 2.2197 -0.124 0.572 0.294
H -0.0198 -4.6504 0.6910 0.082 0.048 0.157
O -3.7021 2.1441 0.6495 0.062 -0.163 0.317
H 1.3165 -4.0196 -3.1575 0.051 -0.085 -0.118
C 1.7112 -1.2517 2.1565 -0.267 0.486 -0.532
O 2.0357 3.9493 -1.4670 -0.217 -0.231 1.243
C -1.0142 1.7028 0.0555 -0.383 0.690 0.125
H 2.5848 1.1974 1.0807 0.087 -0.021 -0.091
H 1.0887 1.0085 2.7541 -0.375 0.352 0.132
H -4.2580 -2.0907 2.0454 -0.041 -0.148 -0.158
H 1.7940 -1.0821 -2.0575 0.082 -0.249 -0.058
C -0.3479 -3.9299 -0.0560 0.286 -0.177 -0.412
C -0.8910 1.6792 4.1594 -0.027 -0.369 0.476
H -0.0308 -0.9380 -0.6946 -0.134 0.170 0.311
H -1.0710 -0.5430 4.3550 -0.084 0.031 -0.149
H 2.0082 0.5851 -0.8076 0.224 0.020 0.086
F -0.5864 3.3746 2.6078 0.393 -0.175 -0.068
H 5.1116 -0.9352 0.6985 0.104 -0.088 -0.065
N 1.6985 1.6790 0.9012 -0.376 0.421 -0.219
H -4.3658 2.7818 0.3652 0.082 0.194 0.101
H -0.1401 -4.8799 -2.7498 0.036 -0.163 0.133
H -3.3687 0.0148 -2.1790 0.046 -0.020 -0.103
H -3.0449 0.1125 4.2607 0.167 0.041 0.017
H -0.1612 -1.0067 -4.3850 -0.326 0.029 0.076
H -3.0133 -2.1559 3.2497 0.281 -0.168 0.005
H -1.6506 -5.1818 -1.3064 0.000 0.045 -0.198
N -0.0852 2.1170 -2.2308 0.028 -0.600 0.149
C 2.9858 2.6502 -3.8608 0.235 -0.210 0.038
H 3.4224 3.4113 1.0513 -0.202 -0.142 -0.402
H 2.8506 4.4343 -1.2986 0.082 0.168 -0.686
C -3.6029 0.2849 3.3487 -0.383 0.295 -0.484
C 1.4868 1.5155 -0.5946 0.372 -0.732 0.152
C 0.3733 -1.5981 -3.6431 0.544 -0.263 0.192
H 3.7784 3.3817 -4.0215 0.016 0.130 -0.126
H 3.7096 -1.0052 0.1139 0.003 -0.260 -0.088
H -2.3326 -3.5734 -0.8992 -0.015 -0.026 -0.375
H -3.8446 1.3365 3.2125 0.185 0.152 0.244
N 1.1413 -0.5259 1.3522 0.125 0.093 0.709
H -1.7980 1.8963 4.7189 -0.154 0.032 -0.091
H -0.9792 -0.8428 2.3963 0.128 0.230 0.215
C -3.3581 0.0319 -1.0894 0.289 0.039 0.019
P 2.1382 3.2837 1.6155 0.304 0.966 0.952
H -0.4234 0.3150 5.7047 -0.008 0.043 0.087
C -1.5128 -0.1899 1.7150 -0.281 0.364 -0.450
C -0.4407 -2.8098 -3.1833 0.136 -0.139 -0.366
H -2.7405 -0.7927 -0.7511 -0.181 -0.173 0.188
H 4.9005 3.0016 -1.9070 0.085 0.043 0.123
C 4.4922 1.9939 -2.0394 -0.482 -0.820 -0.366
H -2.2270 2.2974 2.5875 -0.031 -0.097 -0.103
H -1.0883 -0.4333 -1.9579 -0.313 0.472 0.043
H -4.3897 -0.1032 -0.7734 -0.062 0.028 0.162
C 0.7915 -3.8149 -1.1131 -0.348 -0.449 0.317
H 2.0271 3.1492 -3.9717 -0.091 0.091 0.114
H -0.4348 -2.9762 0.4635 -0.220 0.117 0.122
H -0.8945 -3.2217 -4.0856 -0.152 0.038 -0.051
H -1.2769 -2.5341 -2.5424 -0.033 0.069 0.162
H 1.2357 -2.0044 -4.1759 0.050 0.066 -0.171
O 2.1912 3.1637 3.0730 0.073 -0.455 0.101
B 2.2185 2.5815 -1.5596 -0.130 0.202 -0.797
C -0.8085 1.8425 -3.1718 1.025 0.496 1.824
H -3.7067 -0.0744 1.2948 0.455 0.589 -0.375
Cl -0.8169 3.5356 -0.0366 -0.078 -0.090 0.344
C 0.9310 -0.6633 -2.5720 -0.389 0.751 0.480
C 0.0205 1.2155 -1.0481 0.045 1.052 0.390
S 2.4796 -2.1616 3.1375 0.087 -0.314 0.091
C -1.1670 2.0969 2.7029 -0.703 0.571 -0.024
N 3.1127 2.0053 -2.5443 -0.398 0.771 0.045
C -3.0009 -0.3165 2.0734 -0.557 -1.570 0.813
C 0.3946 -3.9495 -2.5780 -0.004 0.580 -0.052
H -4.5709 -0.1953 3.4889 -0.059 -0.096 0.041
```
Positions in Å, forces in eV/Å.

Calculated total energy (hartree): -3243.3845
Multiplicity: 1
Highest occupied orbital energy (eV): -11.3
LUMO (eV): -3.1
Net charge: +1

---

Number 3 is which compound? C25H50BClFN4O5P2S